Density functional theory data (wB97M-V/def2-TZVPD) for a 3-piece molecular cluster, C18H15F3 overall.

Multiplicity = 2
E_LUMO (alpha / beta) = -4.49 / -8.80 eV
HOMO (alpha / beta) = -10.9 / -10.9 eV
Relative energy (zero: lowest compared OMol25 entry of this formula, charge and spin) = 9.8 kcal per mole
Total charge = +1
Frontier orbital gap (alpha / beta) = 0.2375 / 0.0789 hartree

Last column: Mulliken spin population.
Geometry (Å):
F (-2.776, -0.229, 1.412)  0.078
C (-2.783, -1.267, 2.294)  0.348
C (-3.491, -1.206, 3.512)  0.066
C (-3.710, -2.397, 4.167)  0.067
C (-2.955, -3.478, 3.812)  0.282
C (-2.074, -3.552, 2.731)  0.005
C (-1.920, -2.343, 1.986)  0.106
H (-4.082, -0.374, 3.867)  0.002
H (-4.321, -2.406, 5.057)  0.004
H (-3.126, -4.409, 4.332)  0.010
H (-1.478, -4.436, 2.555)  0.003
H (-1.230, -2.409, 1.158)  0.016
F (4.557, 2.187, -1.717)  0.000
C (3.382, 2.881, -1.949)  0.000
C (2.433, 2.109, -2.603)  0.000
C (1.205, 2.760, -2.886)  0.000
C (1.026, 4.083, -2.448)  0.000
C (2.067, 4.796, -1.861)  0.000
C (3.213, 4.203, -1.550)  0.000
H (2.534, 1.063, -2.852)  0.000
H (0.370, 2.221, -3.309)  0.000
H (0.027, 4.475, -2.569)  0.000
H (1.951, 5.801, -1.483)  0.000
H (4.017, 4.738, -1.066)  0.000
F (-1.605, -2.055, -2.025)  0.001
C (-0.506, -1.646, -1.397)  0.005
C (0.663, -2.407, -1.306)  0.001
C (1.799, -1.749, -0.816)  0.000
C (1.732, -0.483, -0.361)  0.005
C (0.529, 0.202, -0.357)  -0.001
C (-0.554, -0.369, -0.845)  0.001
H (0.672, -3.423, -1.670)  0.000
H (2.729, -2.297, -0.790)  0.000
H (2.650, 0.015, -0.087)  0.000
H (0.531, 1.220, 0.005)  0.000
H (-1.479, 0.181, -0.941)  0.001

Density functional theory data (wB97M-V/def2-TZVPD) for a 2-piece molecular cluster, C18H15F6O2 overall.

E_LUMO = -6.62 eV
HOMO = -12.5 eV
Total charge = +1
Frontier orbital gap = 0.2159 hartree

Last column: Löwdin charge in e.
Geometry (Å):
C (-0.420, -4.478, -2.611)  -0.133
C (-1.061, -3.460, -3.550)  -0.135
O (-0.680, -2.158, -3.063)  -0.081
C (0.101, -2.347, -1.915)  -0.264
H (-0.304, -1.692, -1.053)  0.094
O (0.171, -3.698, -1.553)  -0.088
H (-1.170, -5.141, -2.159)  0.129
H (0.367, -5.047, -3.135)  0.130
H (-0.689, -3.572, -4.579)  0.131
H (-2.161, -3.498, -3.493)  0.128
H (1.130, -1.926, -2.074)  0.140
F (5.439, 2.897, 0.766)  0.142
C (5.307, 1.770, 1.529)  -0.514
F (6.238, 0.875, 1.084)  0.138
F (5.639, 2.116, 2.812)  0.147
C (3.919, 1.239, 1.458)  -0.070
C (3.722, -0.130, 1.312)  0.037
C (2.459, -0.600, 1.028)  0.052
C (1.343, 0.289, 0.966)  -0.158
C (0.093, -0.218, 0.562)  0.110
C (-1.122, 0.522, 0.561)  -0.169
C (-1.206, 1.907, 0.222)  0.019
C (-2.404, 2.590, 0.338)  0.036
C (-3.560, 1.894, 0.685)  -0.076
C (-4.880, 2.596, 0.687)  -0.511
F (-5.863, 1.809, 0.147)  0.136
F (-5.280, 2.940, 1.953)  0.141
F (-4.840, 3.746, -0.045)  0.133
C (-3.533, 0.531, 0.959)  0.029
C (-2.338, -0.150, 0.884)  0.039
C (1.570, 1.636, 1.388)  0.040
C (2.847, 2.115, 1.581)  0.038
H (4.560, -0.810, 1.386)  0.140
H (2.297, -1.665, 0.834)  0.141
H (0.053, -1.303, 0.419)  0.114
H (-0.337, 2.463, -0.135)  0.127
H (-2.478, 3.666, 0.180)  0.142
H (-4.442, 0.009, 1.237)  0.142
H (-2.288, -1.226, 1.075)  0.139
H (0.751, 2.344, 1.523)  0.119
H (3.046, 3.166, 1.792)  0.149